Record 1
The following is a quantum chemistry calculation of 10 unconnected molecules or ions with the total composition C25H45N3O26S3 at a distorted geometry, from OMol25.

Calculated values
ΔE to the lowest compared entry with this formula, charge and spin: 24.5 kcal per mole
SMILES: C[N+](=O)[O-].C[N+](=O)[O-].C[N+](=O)[O-].O=S1(=O)OCCO1.O=S1(=O)OCCO1.O=S1(=O)OCCO1.O=C1CCCO1.O=C1CCCO1.O=C1CCCO1.O=C1CCCO1
Energy: -4294.325930 Ha
Highest occupied orbital energy: -9.656 eV
E_LUMO: -0.0280 Ha
Orbital gap: 8.9 eV

Geometry as XYZ:
```
102
Properties=species:S:1:pos:R:3:forces:R:3:lowdin_charge:R:1
S -13.6336 -9.9073 -0.4937 -1.65 -0.69 -0.21 0.7017
C -23.1808 -7.0011 -4.7483 -1.79 -0.69 1.29 -0.1351
H -16.0484 -7.0821 0.3834 0.16 0.29 0.23 0.1145
C -17.7376 -6.0023 1.2691 -0.86 -0.45 -1.29 -0.1295
O -17.3342 -12.2661 4.9429 1.84 0.87 -0.86 -0.1978
O -13.6569 -9.2211 -1.9931 0.84 0.37 1.41 -0.1851
H -21.5016 -12.2143 -3.1854 0.13 0.01 0.26 0.0866
O -23.9068 -12.8568 4.7185 0.12 -0.07 -0.57 0.0829
O -23.9746 -13.9864 -3.9406 -0.30 0.14 -0.56 0.0489
H -21.2896 -8.2186 -3.1453 0.03 0.06 0.18 0.1185
H -16.4754 -10.7815 -2.1522 0.06 0.23 -0.35 0.1062
C -16.2355 -14.4691 -0.6605 0.26 0.70 0.34 -0.4530
H -17.9910 -5.5997 0.2861 0.73 0.61 0.05 0.1272
H -13.7038 -13.0995 -1.0526 0.05 -0.24 -0.49 0.0731
H -24.1851 -6.6636 -5.0004 0.35 0.43 -0.71 0.1235
C -22.5126 -9.1872 -4.5467 0.28 -1.25 0.32 -0.4771
H -22.4905 -9.2646 -2.3802 0.03 0.02 -0.09 0.1044
O -15.1122 -10.6286 -0.7058 1.10 1.31 0.59 -0.2166
C -18.9343 -12.1729 3.2353 0.10 -0.21 -0.48 -0.1819
H -24.3235 -7.6840 -3.0324 0.03 -0.41 -0.27 0.1211
N -16.7879 -12.3536 -4.7494 -1.28 1.76 -0.79 -0.4218
H -18.1967 -11.2035 -0.4186 -0.29 -0.12 0.27 0.0938
H -22.4309 -14.7683 2.6508 0.28 0.19 0.38 0.0978
C -14.2773 -15.1798 -1.6193 1.57 0.35 -0.17 -0.1706
C -15.6749 -13.0676 -5.4080 0.61 0.64 -0.09 0.0606
H -19.8576 -11.6712 2.9552 -0.31 -0.67 0.22 0.1286
H -16.0416 -13.6791 -6.2276 -0.27 -0.41 0.52 0.1079
S -18.5143 -7.8454 -4.6923 -0.37 -0.13 0.59 0.6521
O -20.4532 -12.0248 0.4419 0.11 -0.05 0.00 0.0473
H -22.1212 -14.5190 -4.5893 -0.30 -0.04 -0.38 0.1222
O -23.0174 -8.2796 -5.3902 0.41 0.68 -0.96 0.0325
C -19.0544 -7.9045 1.3741 -0.67 -0.50 0.29 -0.4681
H -19.0328 -8.4707 -8.0146 0.19 -0.10 0.05 0.1381
H -15.0494 -11.7684 -2.4239 0.19 -0.02 0.07 0.1133
H -13.8194 -16.1492 -1.4179 -0.40 -0.12 0.42 0.1237
H -14.2506 -10.1829 -3.7278 0.34 0.47 -0.10 0.1238
O -13.6531 -8.9266 0.5632 -0.23 -1.01 -1.86 -0.2162
C -23.1348 -13.0223 -1.9817 0.80 -0.59 -0.01 -0.0641
C -21.9453 -13.1871 -2.9660 -0.57 1.77 0.34 -0.1405
H -17.8347 -8.5609 -0.1504 0.35 -0.14 -0.07 0.1242
O -15.9885 -10.2475 4.2542 -0.95 -1.32 -0.77 -0.2308
O -15.6928 -15.2504 -1.6449 -0.32 0.25 -0.02 0.0227
C -16.7863 -7.1764 1.1791 0.27 0.45 -0.17 -0.1580
H -22.4674 -13.0183 2.2039 0.04 -0.07 -0.03 0.0884
H -15.1520 -14.5626 1.1581 0.22 -0.03 0.01 0.1323
C -15.3884 -10.7827 -2.0977 -0.97 -0.54 0.53 -0.1898
C -23.2972 -7.4018 -3.2726 0.08 1.04 0.53 -0.1555
H -13.8520 -14.9085 -2.5890 -0.59 -0.03 -0.32 0.1097
H -23.1298 -6.5551 -2.6045 0.47 -0.08 -0.02 0.1199
N -20.3155 -11.2776 -0.5134 -0.50 -0.69 0.96 -0.4043
H -23.9823 -13.9343 2.5092 0.10 0.19 -0.20 0.0970
H -15.3336 -8.8823 -3.2314 0.13 0.28 0.46 0.1258
C -18.9900 -11.2872 -1.1578 0.33 0.83 -0.78 0.0432
O -21.8982 -13.6274 4.7966 0.12 0.29 0.28 0.0359
H -16.2899 -7.2182 2.1486 0.20 -0.55 -0.14 0.1244
C -13.8770 -14.0859 -0.6256 -0.58 0.34 1.40 -0.1338
H -16.9505 -9.2075 -7.0576 -0.06 -0.13 0.40 0.1232
H -18.8183 -6.8179 -7.4097 -0.18 0.05 0.40 0.1309
O -16.7548 -11.1138 -4.7269 0.67 -0.90 0.06 0.0256
H -18.8570 -12.2064 -1.7251 -0.23 -0.10 0.14 0.0904
O -21.2103 -10.5857 -0.9433 0.41 0.15 -0.36 0.0647
C -18.7173 -12.5079 4.6965 -0.11 0.08 -0.08 -0.1626
H -17.3769 -5.2622 1.9774 -0.60 0.14 0.05 0.1253
O -17.9833 -11.1650 2.9292 2.07 0.94 0.55 -0.2214
C -17.6829 -8.3598 0.9127 0.07 0.06 0.31 -0.0760
O -19.0346 -6.5754 1.6090 0.32 0.06 0.84 0.0247
O -12.7207 -11.0057 -0.4158 0.20 0.92 -0.40 -0.2304
H -22.9597 -13.5694 -1.0559 -0.07 0.18 0.11 0.1185
H -18.6948 -13.0651 2.6527 -0.38 0.16 -0.37 0.1332
C -17.1988 -8.1788 -6.7940 0.62 -0.03 -1.27 -0.1697
C -24.2803 -13.7092 -2.6732 -1.12 -0.72 1.22 -0.4901
O -17.7394 -12.9733 -4.3582 0.13 -0.72 0.35 0.1055
H -15.3453 -12.9240 0.5530 -0.05 -0.09 0.04 0.0913
H -17.2470 -9.2125 1.4272 -0.71 -0.39 -0.16 0.1084
H -19.2902 -11.8455 5.3435 -0.10 -0.41 0.22 0.1369
O -17.0729 -7.9637 -5.3919 -0.29 -0.46 0.65 -0.2075
O -17.4032 -14.2083 -0.6047 0.11 -0.40 -0.22 0.1158
C -22.6371 -13.6182 -4.2493 1.35 -1.08 -0.27 -0.1599
C -18.6442 -7.8718 -7.1960 0.33 -0.35 0.87 -0.1217
C -14.6818 -9.6730 -2.8665 -0.20 -1.22 -0.15 -0.1566
H -18.9864 -10.4281 -1.8273 0.10 -0.12 -0.06 0.0736
C -15.1295 -13.9471 0.2580 -0.37 -0.29 -0.72 -0.0675
C -22.3296 -8.5523 -3.1839 0.02 -0.30 -0.07 -0.0708
H -21.1399 -13.8341 -2.6252 -0.31 -0.31 0.06 0.1128
O -22.2910 -10.3276 -4.8861 -0.10 0.84 0.17 0.1076
N -22.9395 -13.3777 4.2115 0.75 -0.77 0.19 -0.4417
H -16.4555 -7.5431 -7.2743 -0.18 0.15 -0.02 0.1347
O -20.0744 -8.5474 1.4506 0.81 0.30 -0.01 0.1060
O -15.7972 -12.3318 2.9032 -0.50 0.55 0.97 -0.2434
H -15.0481 -12.3053 -5.8652 0.12 0.00 0.31 0.0964
H -22.5527 -12.8634 -5.0283 -0.56 0.08 0.07 0.1099
O -25.3141 -14.0770 -2.1520 0.84 0.57 -0.73 0.0934
O -18.7018 -8.7946 -3.5920 0.49 1.90 -2.43 -0.2517
H -22.4133 -6.2527 -4.9319 0.24 -0.35 -0.40 0.1263
C -22.9339 -13.8158 2.7790 -1.30 0.31 -0.16 0.0514
O -19.3201 -8.3503 -5.9998 -0.35 0.53 0.80 -0.2019
H -18.8184 -13.5794 4.8505 -0.68 0.20 0.35 0.1344
H -13.0071 -14.2682 0.0037 0.11 -0.40 -0.32 0.1227
H -15.1591 -13.5776 -4.5973 0.04 -0.42 -0.36 0.0951
H -23.4139 -12.0020 -1.7250 0.17 0.05 -0.12 0.1197
S -16.5836 -11.4510 3.7287 -1.05 -0.17 0.21 0.6834
O -18.7136 -6.4304 -4.4901 -0.21 -1.47 0.12 -0.2330
```
Forces are in eV/Å.



Record 2
The following is a quantum chemistry calculation of 7 unconnected molecules or ions with the total composition C25H45N4O16P at a distorted geometry, from OMol25.

Calculated values
SMILES: CN(C)P(=O)(N(C)C)N(C)C.O=C1OCCO1.O=C1OCCO1.O=C1OCCO1.O=C1OCCO1.O=C1OCCO1.CCCC#N
Energy: -2743.696625 Ha
Highest occupied orbital energy: -8.040 eV
E_LUMO: 0.0011 Ha
Orbital gap: 8.1 eV

Geometry as XYZ:
```
91
Properties=species:S:1:pos:R:3:forces:R:3:lowdin_charge:R:1
O 5.1376 0.7660 -1.0000 -0.34 1.74 -1.48 0.1278
O -2.5410 -2.4961 1.9512 -0.25 -0.49 -0.34 0.0672
H -0.2730 1.9324 1.9554 0.80 -0.69 0.55 0.0748
H 5.7609 4.6055 -1.8645 0.06 -0.44 0.87 0.1303
H 3.2000 1.8742 0.8012 0.14 -0.15 -0.10 0.0998
N -4.9511 -1.4730 -3.8394 1.46 -2.66 -1.22 -0.3227
H 3.4026 4.3734 -2.1612 0.00 -0.28 0.03 0.1353
H 2.7367 -1.1555 -1.7143 -0.14 -0.40 0.15 0.1274
H 2.4416 -1.4624 1.1014 0.38 0.06 -0.71 0.1348
O 3.4474 -3.2187 0.5975 0.43 -2.86 -5.09 0.0433
C -2.8153 -1.2449 -1.6421 0.18 1.67 -0.10 -0.0971
H -3.8718 -2.1302 -5.6679 -0.44 0.19 0.06 0.0841
H -1.3349 0.8963 -1.7006 0.02 -0.67 -0.22 0.0619
O 1.2900 3.7120 4.1948 1.56 -0.04 3.11 0.0973
H 3.3271 -1.3305 -4.6968 0.44 -0.16 -0.15 0.1239
O 4.4167 -5.3809 0.7960 -3.27 4.78 2.42 0.0688
H -3.5325 -2.0440 -1.8295 0.18 0.16 0.20 0.0688
C 2.2687 1.2788 2.5228 -0.36 -0.82 0.41 -0.2238
H 3.6858 3.4169 -3.6647 -0.23 -0.07 0.13 0.1326
H -6.4651 -2.5453 -4.9408 0.35 0.11 -0.12 0.0839
H -0.4355 0.4264 0.9298 -0.54 0.18 0.30 0.0657
C -2.2805 1.1161 -2.1962 -0.62 0.56 0.02 -0.1204
O -0.5347 -3.0090 2.6623 2.03 -1.26 1.66 0.0580
C 2.6508 -1.6248 -3.8943 1.29 2.28 0.24 -0.1666
H -2.8009 1.7517 -1.4796 0.14 0.71 -0.10 0.0682
H 4.1087 -0.6837 -2.7084 0.30 -0.20 0.54 0.1131
C -0.9879 -2.0370 3.5499 0.27 0.83 0.04 -0.1354
C 3.8300 -4.3551 1.3140 3.92 -3.38 -8.53 -0.5497
H -6.1510 -3.1477 -3.2962 -0.27 0.14 0.21 0.0815
C -6.1386 1.4989 -1.4389 -0.62 1.49 -0.37 -0.1551
C -0.2240 1.4953 0.9581 0.01 0.03 -0.13 -0.1012
C 2.2268 2.0338 1.2655 1.34 0.49 0.13 -0.1829
H -5.7045 -1.7413 -1.3895 -0.43 -0.28 0.61 0.0560
H 1.8129 -3.2543 2.6054 -0.02 0.15 -0.26 0.1215
H -2.6639 -0.9718 3.4797 -1.23 -0.02 -0.82 0.1379
C 5.0040 1.7931 -1.6499 2.22 -2.79 2.63 -0.6011
H 0.8239 2.7681 -0.1397 1.03 0.11 -0.67 0.1024
P -4.6808 0.0180 -3.2348 -0.71 2.09 1.13 0.5741
H 1.8893 -0.8520 -3.9989 -1.18 -1.06 0.11 0.1294
H -3.7162 -3.1251 -4.1818 0.17 -0.15 -0.21 0.0825
C -6.1968 -2.2580 -3.9242 0.47 2.21 0.33 -0.0882
H -2.9550 -1.5234 -4.2584 0.40 -0.40 -0.47 0.0585
C 3.4050 -3.6018 -3.1946 -2.57 -0.54 1.12 -0.5413
O 3.5317 -4.7636 -3.0170 0.36 -0.26 -1.26 0.1967
O 3.0525 3.8690 5.6761 0.08 0.25 0.27 0.0354
H -6.8500 -1.4363 -3.6305 -1.25 -1.00 0.41 0.0775
C -2.4636 -2.0247 3.2811 0.86 1.21 1.07 -0.1391
C 3.2358 -2.1560 1.3773 -0.17 0.96 2.33 -0.2217
C 1.1201 1.7940 0.2495 -1.29 1.14 1.09 -0.2236
H -5.5266 -0.5292 -0.0591 -0.16 -0.64 0.56 0.0806
H -0.4473 -1.1742 3.1608 -0.34 0.74 0.88 0.1267
H 5.9821 4.0599 -3.4246 -0.10 -0.40 -0.31 0.1310
N -5.8042 0.2268 -1.9211 0.60 -2.26 -2.11 -0.3375
C 3.1560 3.8618 7.1598 -1.07 1.15 -1.52 -0.0461
C -3.8124 -2.1149 -4.5796 -0.21 0.82 1.58 -0.0838
H 1.4642 1.1553 -0.5640 -0.47 -0.21 0.19 0.0994
N 2.3200 0.6701 3.5047 -0.05 0.39 -0.82 0.1646
H 3.9162 4.5911 7.4396 -0.09 -0.16 -0.05 0.1269
C 1.6814 4.2682 7.4790 1.41 -1.91 1.05 -0.1002
C -6.0858 -0.8204 -0.9482 0.92 0.78 -0.97 -0.1104
H -0.8511 -2.2269 4.6145 0.79 -0.23 -0.25 0.1440
H 4.1880 -1.7152 1.6724 0.13 0.92 -0.64 0.1490
O 3.6839 -4.0514 2.4732 -1.10 1.09 8.85 0.1449
H -2.0580 1.6294 -3.1317 -0.13 0.28 0.14 0.0845
H 2.8982 -2.1568 3.4492 0.83 -0.89 0.60 0.1236
H -2.7966 -0.9002 -0.6082 -0.33 -0.57 0.42 0.0686
H -6.6373 2.0542 -2.2333 0.42 0.54 -0.03 0.0852
C 3.3691 -1.4676 -2.5455 -0.74 2.64 -1.76 -0.1630
H -5.2716 2.0199 -1.0326 0.00 0.47 0.07 0.0759
H 3.4231 2.8423 7.4378 -0.21 0.16 0.29 0.1317
H 2.2657 3.0809 1.5658 -0.27 0.09 0.14 0.1199
O 3.9119 -2.6927 -2.4022 2.81 -0.80 1.69 0.0948
O 1.0341 3.4942 6.4538 -0.84 1.08 0.27 0.0443
O 3.8829 2.3679 -1.8966 -3.85 -0.04 -0.03 0.0675
H 1.4108 5.3241 7.4809 0.28 0.01 -0.57 0.1339
H -2.9633 -2.6391 4.0301 -0.42 -0.27 -0.51 0.1369
C -1.4254 -3.2802 1.7669 -0.33 -2.39 -2.63 -0.5630
C 5.5152 3.7476 -2.4905 -0.35 3.20 -1.90 -0.1523
N -3.1262 -0.0206 -2.4413 -1.12 -2.38 -1.47 -0.3118
O 2.4295 -2.9805 -3.9629 -0.59 -1.61 -0.79 0.0676
C 1.7586 3.7047 5.3382 -0.76 -0.40 -2.82 -0.5541
O 6.0216 2.5406 -2.0881 0.74 -0.89 0.37 0.1038
O -1.2065 -4.1392 0.9316 -1.42 2.00 0.91 0.1465
H 1.4330 3.8733 8.4641 -0.38 -0.13 -0.18 0.1271
O -4.8954 1.0641 -4.2802 0.93 -0.15 1.46 -0.3059
H -6.8976 1.4397 -0.6589 0.08 -0.24 0.20 0.0811
C 3.9767 3.5717 -2.6257 1.82 0.08 -0.22 -0.0646
H -7.1635 -0.7815 -0.7900 0.02 -0.61 0.33 0.0869
H -1.7960 -1.5750 -1.8425 0.01 -0.23 -0.32 0.0821
H -1.0162 2.1453 0.5866 -0.31 -0.76 -1.02 0.0641
C 2.8213 -2.8405 2.6038 -1.09 -0.76 1.10 -0.0511
```
Forces are in eV/Å.